Computed, not measured: one molecule with the formula C3H4BrI, with ωB97M-V/def2-TZVPD.

Each line ends with the natural charge from an NBO analysis.
Geometry (Å):
I 1.4266 2.3870 -0.4696  0.187
Br -0.7025 -2.8964 -0.6035  0.006
C -0.0541 -1.2625 0.2582  -0.248
C 0.0702 1.1815 0.1949  -0.664
C -0.0430 -0.1510 -0.4708  -0.216
H -0.2244 -0.2442 -1.5203  0.221
H -0.8750 1.6471 0.0514  0.243
H 0.2456 0.7694 1.1940  0.238
H 0.1565 -1.4308 1.3657  0.233

As for the energy above the lowest of the compared OMol25 structures with the same formula, charge and spin: 14.6 kcal/mol. The value obtained for the lowest unoccupied orbital energy is 0.570 eV. The value obtained for the strongest force on any atom is 4.7 eV/A. The SMILES is Br/C=C/CI. The HOMO energy comes out at -0.3472 hartree. As for the net charge: 0. For the orbital gap, the calculation gives 10.0 eV.